# 1
{
  "formula": "C5H10N",
  "method": "ωB97M-V/def2-TZVPD",
  "species": ["N", "C", "C", "C", "C", "C", "H", "H", "H", "H", "H", "H", "H", "H", "H", "H"],
  "xyz": [[1.6421, 0.2290, 0.2221], [3.0564, 0.1452, 0.1523], [-1.6410, 0.4685, 0.1564], [0.6836, -0.2964, -0.5312], [-0.7452, -0.3597, -0.4726], [-3.1156, 0.1458, 0.1548], [3.3320, -0.8656, 0.6803], [-3.6876, 0.9500, -0.2151], [1.2800, 0.6636, 1.0470], [-3.1778, -0.6832, -0.5479], [1.0235, -0.9740, -1.3496], [-1.1078, -1.2545, -1.1141], [3.5311, 0.9306, 0.6900], [-3.2988, -0.3488, 1.1181], [-1.3005, 1.2332, 0.7999], [3.5257, 0.0163, -0.7905]],
  "homo_ha": -0.534,
  "mol_weight_g_mol": 84.142,
  "orbital_gap_ev": 9.17,
  "max_force_ev_per_a": 4.19,
  "total_charge": 1,
  "de_lowest_kj_mol": 115.69,
  "smiles": "C/C=C/C=[NH+]/C",
  "e_tot_ha": -250.9612
}

***

# 2
{
  "formula": "C4H5F3",
  "method": "ωB97M-V/def2-TZVPD",
  "species": ["F", "F", "F", "C", "C", "C", "C", "H", "H", "H", "H", "H"],
  "xyz": [[0.4076, 1.7056, 1.8667], [2.2505, -2.3617, -0.4279], [-2.1050, 1.3135, 0.6176], [-1.0254, 1.6385, 0.0155], [1.4457, -1.3208, -0.3600], [0.0270, -1.7672, -0.2717], [0.1344, 1.9027, 0.5439], [0.8875, 2.3085, -0.0609], [-0.0909, -2.7871, -0.6025], [-0.4334, -0.9728, -0.9389], [-0.2899, -1.4759, 0.7038], [-1.2082, 1.8167, -1.0856]],
  "homo_ha": -0.333,
  "mol_weight_g_mol": 110.078,
  "orbital_gap_ev": 9.45,
  "max_force_ev_per_a": 3.78,
  "de_lowest_kj_mol": 374.47,
  "e_tot_ha": -454.8371
}

***

# 3
{
  "formula": "C22H24N3O2P2PdSe",
  "method": "ωB97M-V/def2-TZVPD",
  "species": ["Pd", "Se", "P", "P", "O", "O", "N", "N", "N", "C", "C", "C", "C", "C", "C", "C", "C", "C", "C", "C", "C", "C", "C", "C", "C", "C", "C", "C", "C", "C", "C", "H", "H", "H", "H", "H", "H", "H", "H", "H", "H", "H", "H", "H", "H", "H", "H", "H", "H", "H", "H", "H", "H", "H", "H"],
  "xyz": [[0.0196, -0.2233, 0.4945], [-0.1908, 3.3233, 0.4606], [0.3013, -0.0818, -1.9083], [2.4356, 0.2140, 0.6014], [-0.3980, -1.6011, 4.3464], [0.4885, -0.6348, 2.4998], [-0.9314, -2.2046, 0.9117], [-0.8933, 1.6649, 0.7236], [-1.7019, 4.0646, 0.7671], [-4.8433, 2.4475, 1.6125], [-0.8833, 1.0257, -2.7272], [-3.1124, 0.7517, 1.2952], [1.9364, 0.7029, -2.1138], [3.5671, 1.6951, -3.5813], [-2.1911, 1.7858, 1.0217], [-2.4098, -4.3257, 1.8304], [4.4726, 1.7818, -2.5331], [-0.2452, -1.4586, 3.1727], [-1.0431, -2.4365, 2.2126], [-2.2683, -4.1083, 0.4633], [-3.9856, 3.4760, 1.3556], [2.3045, 1.1537, -3.3787], [2.8415, 0.8213, -1.0554], [-2.6372, 3.1676, 1.0438], [-1.7843, -3.4753, 2.7369], [-4.4050, 1.0970, 1.5908], [0.3799, -1.5847, -2.9270], [3.1494, 1.2653, 1.8736], [3.1412, -1.4457, 0.7397], [4.1079, 1.3681, -1.2606], [-1.5186, -3.0345, 0.0276], [-2.9988, -5.1590, 2.1933], [-1.8471, -3.6002, 3.8089], [2.6693, -2.1305, 0.0340], [-2.7985, -0.2829, 1.2667], [-4.3000, 4.5101, 1.3975], [-0.6220, -1.9276, -3.1881], [-1.3849, -2.8288, -1.0255], [0.9128, -2.3830, -2.4089], [3.8405, 2.0529, -4.5654], [4.8185, 1.4570, -0.4482], [-5.8775, 2.6615, 1.8438], [2.9281, 2.3147, 1.6801], [5.4662, 2.1770, -2.6989], [4.2055, -1.3658, 0.4965], [3.0255, -1.8299, 1.7545], [1.6141, 1.0942, -4.2107], [0.9220, -1.3384, -3.8409], [-0.7014, 2.0544, -2.4192], [4.2309, 1.1053, 1.9033], [-5.1206, 0.3180, 1.8194], [-2.7342, -4.7621, -0.2608], [2.7289, 0.9816, 2.8432], [-1.9043, 0.7468, -2.4614], [-0.7755, 0.9432, -3.8093]],
  "homo_ha": -0.645,
  "mol_weight_g_mol": 609.781,
  "orbital_gap_ev": 4.29,
  "max_force_ev_per_a": 3.56,
  "total_charge": 3,
  "de_lowest_kj_mol": 212.55,
  "e_tot_ha": -4378.4436
}

***

# 4
{
  "formula": "C10H17BrN3",
  "method": "ωB97M-V/def2-TZVPD",
  "species": ["Br", "N", "N", "N", "C", "C", "C", "C", "C", "C", "C", "C", "C", "C", "H", "H", "H", "H", "H", "H", "H", "H", "H", "H", "H", "H", "H", "H", "H", "H", "H"],
  "xyz": [[4.4843, 1.0247, 0.2307], [-1.7248, 0.9498, -0.7627], [0.0985, 2.2125, 0.1163], [0.3730, -0.0636, -0.4513], [0.2870, -0.7180, -1.7514], [0.6779, -0.8006, 2.0725], [-2.5245, 2.0016, -0.5535], [-2.0762, 3.1918, -0.1000], [-0.4843, 1.1240, -0.3765], [-1.3730, -1.3999, 0.7663], [0.7473, -2.1629, -1.4502], [-0.7486, 3.2839, 0.3089], [0.9192, -2.2468, 0.0681], [0.1103, -1.1527, 0.7137], [1.4499, -2.4347, -2.1962], [-3.4959, 1.8359, -1.0730], [-2.7016, 4.1112, 0.1990], [0.1460, -1.2839, 2.9798], [1.7594, -1.0720, 2.1166], [-2.0569, -0.4838, 0.8454], [-1.4134, -2.0970, 1.5674], [0.7800, 0.3134, 2.3740], [-0.3793, 4.1998, 0.6014], [0.5155, -3.2508, 0.2988], [-1.7029, -1.9372, -0.1996], [1.2716, 0.2806, -0.2538], [2.0037, -2.1345, 0.2677], [-0.6760, -0.7783, -2.3567], [4.8975, 2.2970, 0.1887], [-0.1491, -2.7924, -1.8045], [0.9856, -0.0171, -2.3858]],
  "homo_ha": -0.509,
  "mol_weight_g_mol": 259.171,
  "orbital_gap_ev": 10.48,
  "max_force_ev_per_a": 4.25,
  "total_charge": 1,
  "de_lowest_kj_mol": 0.00,
  "e_tot_ha": -3129.2310
}

***

# 5
{
  "formula": "C36H50N2P2S3Si2TeTi",
  "method": "ωB97M-V/def2-TZVPD",
  "species": ["Te", "Ti", "S", "S", "S", "P", "P", "Si", "Si", "N", "N", "C", "C", "C", "C", "C", "C", "C", "C", "C", "C", "C", "C", "C", "C", "C", "C", "C", "C", "C", "C", "C", "C", "C", "C", "C", "C", "C", "C", "C", "C", "C", "C", "C", "C", "C", "C", "H", "H", "H", "H", "H", "H", "H", "H", "H", "H", "H", "H", "H", "H", "H", "H", "H", "H", "H", "H", "H", "H", "H", "H", "H", "H", "H", "H", "H", "H", "H", "H", "H", "H", "H", "H", "H", "H", "H", "H", "H", "H", "H", "H", "H", "H", "H", "H", "H", "H"],
  "xyz": [[0.4757, -2.6539, 0.2742], [-1.0989, -0.3020, 0.6391], [-3.3021, -1.5034, 0.2162], [-2.5436, 1.5709, 1.5768], [0.6393, -0.1973, 2.3655], [0.9678, 1.4814, 1.2270], [-1.4964, 2.2688, -0.0143], [3.8074, -2.6883, -0.4060], [-0.9552, -4.2570, -2.5723], [-2.4909, -3.5319, 1.7295], [-3.7338, -1.9608, 2.8374], [1.2164, 5.2881, 2.6249], [-0.0519, 1.3272, -0.1723], [3.6947, 1.7358, 1.6945], [-2.4816, 1.9309, -1.4995], [-0.7205, -2.6432, -3.4655], [-2.2520, 0.7526, -2.2025], [2.1409, -1.8942, -0.8139], [2.7037, 1.5781, 0.7242], [-4.1469, 1.1921, -3.6064], [0.0663, 2.9007, 3.4721], [-1.3146, 4.0581, 0.0454], [-0.4905, 4.6625, -0.9038], [3.0450, 1.5768, -0.6226], [3.6866, -4.5407, -0.2342], [-1.8426, 6.2081, 0.9725], [5.3571, 1.8853, -0.0338], [-2.3891, -4.4238, 2.8752], [-1.0234, 6.8105, 0.0291], [0.1897, -4.2971, -1.0845], [-1.9904, 4.8264, 0.9831], [4.3731, -1.9538, 1.2014], [4.9607, -2.2533, -1.7975], [0.4939, 5.2427, 3.8110], [4.3760, 1.7247, -1.0004], [-3.0857, 0.3751, -3.2465], [0.7844, 2.9411, 2.2836], [-2.7320, -4.4485, -2.0576], [-0.0767, 4.0517, 4.2347], [-0.4876, -5.7217, -3.6134], [5.0165, 1.8912, 1.3157], [-4.5820, -0.7814, 3.0084], [-0.3472, 6.0395, -0.9109], [-3.1841, -2.3807, 1.7089], [-4.3675, 2.3838, -2.9248], [-3.5434, 2.7509, -1.8720], [1.3648, 4.1409, 1.8651], [5.0340, -1.1684, -1.9101], [0.0375, 4.0518, -1.6282], [-4.1633, -0.1385, 3.7798], [2.8823, -4.8342, 0.4453], [3.5598, -1.9351, 1.9335], [-5.5822, -1.0994, 3.2971], [5.9661, -2.6364, -1.6033], [-3.3569, -4.5538, -2.9493], [1.2137, -4.4162, -1.4497], [-0.0037, -5.1809, -0.4705], [-1.3735, 0.1495, -1.9837], [-2.3637, 6.8115, 1.7042], [1.6664, 6.2149, 2.2945], [-1.6468, -5.1846, 2.6523], [-4.7937, 0.9090, -4.4266], [-2.8901, -5.3503, -1.4564], [-1.4318, -2.5409, -4.2889], [-3.7291, 3.6751, -1.3376], [4.6419, 1.7271, -2.0498], [2.2625, 1.4784, -1.3659], [-2.3556, -3.9271, 0.8090], [5.1990, -2.5268, 1.6293], [0.2840, -2.5364, -3.8818], [0.5633, -5.6983, -3.9107], [4.6229, -2.6724, -2.7484], [-0.8884, -1.8145, -2.7705], [4.7126, -0.9265, 1.0545], [2.1726, -0.8359, -0.5560], [3.5350, -5.0503, -1.1891], [4.6233, -4.9129, 0.1884], [0.2896, 6.5137, -1.6463], [1.9344, 4.1798, 0.9443], [-3.0973, -3.5828, -1.5046], [-0.6570, -6.6432, -3.0504], [3.4301, 1.7434, 2.7459], [-1.0913, -5.7730, -4.5226], [-3.3407, -4.9086, 3.1049], [1.8592, -1.9658, -1.8660], [-0.3791, 1.9708, 3.7973], [-2.6138, 4.3446, 1.7263], [-0.6322, 4.0153, 5.1625], [6.3910, 2.0111, -0.3289], [-2.8937, -0.5423, -3.7881], [-2.0301, -3.8798, 3.7493], [-0.9091, 7.8869, 0.0243], [-4.6240, -0.2370, 2.0711], [5.7830, 2.0182, 2.0688], [0.3811, 6.1380, 4.4089], [-3.6397, -2.5568, 3.6454], [-5.1878, 3.0270, -3.2149]],
  "homo_ha": [-0.369, -0.381],
  "mol_weight_g_mol": 900.598,
  "orbital_gap_ev": [7.57, 8.09],
  "max_force_ev_per_a": 0.95,
  "total_charge": 1,
  "de_lowest_kj_mol": 90.75,
  "e_tot_ha": -5085.0287,
  "multiplicity": 2
}

***

# 6
{
  "formula": "C7H9N5O",
  "method": "ωB97M-V/def2-TZVPD",
  "species": ["O", "N", "N", "N", "N", "N", "C", "C", "C", "C", "C", "C", "C", "H", "H", "H", "H", "H", "H", "H", "H", "H"],
  "xyz": [[-0.9270, -2.9150, 0.2020], [-2.0145, 1.0418, 0.0692], [3.2389, -0.2564, 0.4449], [-2.4751, -1.4615, -0.3968], [-4.3840, 1.1875, 0.2826], [-1.3388, -1.8413, -0.1166], [2.0053, -0.0311, -0.3443], [-0.7963, 0.6588, 0.0412], [1.4960, 1.3477, 0.0366], [0.9368, -1.0738, -0.2543], [-3.2623, 0.9273, 0.0723], [0.1932, 1.7157, 0.1766], [-0.3209, -0.7310, -0.0982], [1.1388, -2.1664, -0.3195], [-5.2956, 1.3461, 0.2040], [3.5450, 0.6918, 0.7280], [2.1625, 0.2666, -1.4456], [-3.1122, -2.2342, -0.5310], [4.0112, -0.7023, -0.1811], [0.0214, 2.8217, 0.1792], [3.0460, -0.8072, 1.3122], [2.1315, 2.2151, -0.0613]],
  "homo_ha": -0.638,
  "mol_weight_g_mol": 179.183,
  "orbital_gap_ev": 7.85,
  "max_force_ev_per_a": 6.23,
  "total_charge": 2,
  "de_lowest_kj_mol": 310.20,
  "smiles": "[H]/N=[N+](\\[O-])C1=C[C@H]([NH3+])C=C/C1=N/C#[NH+]",
  "e_tot_ha": -620.3269
}

***

# 7
{
  "formula": "C2H4Cl2O2Si",
  "method": "ωB97M-V/def2-TZVPD",
  "species": ["Cl", "Cl", "Si", "O", "O", "C", "C", "H", "H", "H", "H"],
  "xyz": [[3.5140, -1.8683, -0.3026], [4.3002, 1.4520, 0.2237], [2.9735, -0.1097, 0.4382], [0.6120, 1.6057, -1.6814], [1.4937, 0.1226, -0.1915], [-0.9147, 0.8329, -0.0434], [0.5014, 0.8873, -0.7037], [-1.3675, 1.7790, 0.1292], [-1.6548, 0.4604, -0.8314], [2.6794, -0.4662, 1.8309], [-0.8452, 0.2715, 0.8420]],
  "homo_ha": -0.391,
  "mol_weight_g_mol": 159.044,
  "orbital_gap_ev": 11.24,
  "max_force_ev_per_a": 3.20,
  "de_lowest_kj_mol": 72.68,
  "smiles": "CC(=O)O[SiH](Cl)Cl",
  "e_tot_ha": -1439.1011
}

***

# 8
{
  "formula": "C4H5N3S",
  "method": "ωB97M-V/def2-TZVPD",
  "species": ["S", "N", "N", "N", "C", "C", "C", "C", "H", "H", "H", "H", "H"],
  "xyz": [[-1.1351, -1.0977, -0.6920], [-1.9687, -0.0480, 0.3839], [1.3547, -1.4381, 0.0027], [2.6478, -1.1124, 0.1856], [0.8675, 0.8804, -0.4491], [0.5211, -0.5193, -0.3806], [-3.2431, -0.0335, 0.2323], [1.1400, 2.0526, -0.3112], [-3.7480, 0.6132, 0.9428], [3.1871, -1.6557, 0.8493], [2.8625, -0.1258, 0.1750], [-3.8609, -0.5902, -0.4798], [1.3753, 3.0746, -0.4588]],
  "homo_ha": -0.306,
  "mol_weight_g_mol": 127.172,
  "orbital_gap_ev": 8.94,
  "max_force_ev_per_a": 1.48,
  "de_lowest_kj_mol": 432.37,
  "smiles": "C#C/C(=N\\N)SN=C",
  "e_tot_ha": -717.7290
}